(1)
The following is a quantum chemistry calculation of a structure of composition H10O5, from the OMol25 dataset.

E_HOMO = -9.50 eV
Frontier orbital gap = 9.315 eV
Lowest unoccupied orbital energy = -0.2 eV

```
! wB97M-V def2-TZVPD RIJCOSX def2/J DEFGRID3
* xyz 0 1
O 2.310 -0.812 1.123
H 2.660 -0.199 0.477
H 2.014 -1.562 0.606
O -1.472 1.224 0.011
H -2.355 0.853 -0.006
H -1.595 2.147 -0.209
O -0.495 1.201 -2.128
H -0.824 1.170 -1.229
H -1.145 1.719 -2.603
O 0.240 -0.172 0.198
H 0.806 0.243 0.848
H -0.505 0.423 0.112
O -0.262 -2.150 0.967
H 0.164 -1.464 0.453
H 0.460 -2.622 1.381
*
```

(2)
The following is a quantum chemistry calculation of a cluster of 5 separate species, H10O5 in total, from the OMol25 dataset.

E_HOMO = -11.03 eV
Frontier orbital gap = 11.453 eV
Lowest unoccupied orbital energy = 0.4 eV
SMILES = O.O.O.O.O

```
! wB97M-V def2-TZVPD RIJCOSX def2/J DEFGRID3
* xyz 0 1
O -1.217 -0.340 1.527
H -0.904 0.595 1.377
H -1.871 -0.481 0.827
O 0.058 1.783 0.156
H 0.929 1.279 0.088
H 0.381 2.661 -0.139
O 0.363 -1.956 -0.113
H -0.162 -1.763 0.721
H -0.250 -1.544 -0.732
O -1.412 -0.122 -1.203
H -1.765 0.289 -2.000
H -0.825 0.643 -0.910
O 2.208 -0.005 -0.092
H 1.586 -0.800 -0.122
H 2.881 -0.237 0.615
*
```

(3)
The following is a quantum chemistry calculation of a cluster of 5 separate species, H10O5 in total, from the OMol25 dataset.

E_HOMO = -11.05 eV
Frontier orbital gap = 11.382 eV
Lowest unoccupied orbital energy = 0.3 eV
SMILES = O.O.O.O.O

```
! wB97M-V def2-TZVPD RIJCOSX def2/J DEFGRID3
* xyz 0 1
O 8.716 -23.473 -4.857
H 8.561 -23.612 -3.945
H 9.698 -23.530 -4.818
O 6.304 -23.278 0.391
H 5.440 -23.055 0.071
H 6.364 -22.606 1.027
O 5.624 -25.175 2.472
H 5.192 -25.925 2.124
H 6.041 -24.767 1.747
O 6.501 -22.166 -2.206
H 7.021 -22.903 -1.886
H 6.108 -22.529 -2.993
O 7.430 -24.553 -1.671
H 8.135 -25.104 -1.337
H 6.986 -24.288 -0.848
*
```

Most stable of them? (2).

(1)
The following is a quantum chemistry calculation of the molecule C5H13NS2, from the OMol25 dataset.

E_HOMO = -8.60 eV
Frontier orbital gap = 9.508 eV
Lowest unoccupied orbital energy = 0.9 eV
SMILES = CCCSSCCN

```
! wB97M-V def2-TZVPD RIJCOSX def2/J DEFGRID3
* xyz 0 1
C 3.201 0.503 2.510
C 1.881 1.257 2.288
C 1.161 0.925 0.999
S 0.357 -0.733 1.121
S -1.460 -0.529 0.346
C -1.370 -0.666 -1.465
C -2.764 -1.010 -1.968
N -2.691 -1.335 -3.396
H 3.081 -0.271 3.258
H 3.995 1.172 2.849
H 3.543 0.049 1.578
H 2.074 2.331 2.271
H 1.216 1.116 3.146
H 0.334 1.607 0.818
H 1.828 0.889 0.135
H -1.051 0.307 -1.837
H -0.688 -1.425 -1.840
H -3.088 -1.906 -1.432
H -3.484 -0.226 -1.724
H -3.622 -1.559 -3.739
H -2.453 -0.494 -3.920
*
```

(2)
The following is a quantum chemistry calculation of the molecule C5H13NS2, from the OMol25 dataset.

E_HOMO = -7.93 eV
Frontier orbital gap = 8.833 eV
Lowest unoccupied orbital energy = 0.9 eV
SMILES = CCSSC[C@@H](C)N

```
! wB97M-V def2-TZVPD RIJCOSX def2/J DEFGRID3
* xyz 0 1
C -2.943 0.362 2.205
C -2.630 -0.398 1.001
S -1.454 0.211 -0.253
S -0.190 -1.117 -0.919
C 1.552 -0.833 -0.694
C 2.134 0.346 0.170
C 3.644 0.574 -0.136
N 1.374 1.521 -0.420
H -2.066 0.954 2.505
H -3.430 -0.246 2.980
H -3.854 0.981 1.959
H -3.611 -0.441 0.237
H -2.315 -1.462 1.111
H 2.064 -0.693 -1.702
H 2.163 -1.697 -0.156
H 1.942 0.181 1.223
H 4.362 0.177 0.560
H 3.947 1.603 -0.203
H 4.036 0.156 -1.098
H 1.847 1.819 -1.267
H 1.056 2.209 0.282
*
```

(3)
The following is a quantum chemistry calculation of a cluster of 3 separate species, C5H13NS2 in total, from the OMol25 dataset.

E_HOMO = -7.56 eV
Frontier orbital gap = 3.415 eV
Lowest unoccupied orbital energy = -4.1 eV

```
! wB97M-V def2-TZVPD RIJCOSX def2/J DEFGRID3
* xyz 0 1
C 1.993 -0.084 0.672
C 3.232 0.255 -0.170
S -1.789 -2.949 -0.748
C 0.981 -0.851 -0.023
N 0.075 0.392 -0.759
C -1.143 0.711 -0.076
C -2.713 0.786 -0.522
S -3.443 1.477 0.937
H 3.082 -0.199 -1.146
H 2.251 -0.270 1.709
H 3.198 1.312 -0.492
H 4.144 0.029 0.397
H -2.017 -1.854 -0.008
H 1.154 -1.517 -0.884
H 0.156 -1.245 0.558
H 0.628 1.107 -0.259
H -1.120 1.721 0.331
H -1.366 -0.001 0.880
H -3.108 -0.183 -0.786
H -2.668 1.470 -1.364
H -1.526 -0.107 1.752
*
```

Most stable of them? (1).

(1)
The following is a quantum chemistry calculation of the molecule C3H6N2O2, from the OMol25 dataset.

E_HOMO = -8.57 eV
Frontier orbital gap = 9.270 eV
Lowest unoccupied orbital energy = 0.7 eV
SMILES = C=C1N(O)[C@@]1(N)O

```
! wB97M-V def2-TZVPD RIJCOSX def2/J DEFGRID3
* xyz 0 1
C 0.443 -1.163 1.458
C 0.045 -0.162 0.705
N -1.090 0.515 0.319
O -2.108 -0.262 -0.206
C 0.179 0.637 -0.495
N 1.028 -0.183 -1.332
O 0.373 2.010 -0.748
H -0.213 -1.553 2.226
H 1.316 -1.753 1.199
H -2.796 -0.130 0.477
H 1.661 0.470 -1.801
H 1.663 -0.775 -0.787
H -0.501 2.351 -1.016
*
```

(2)
The following is a quantum chemistry calculation of the molecule C3H6N2O2, from the OMol25 dataset.

E_HOMO = -9.86 eV
Frontier orbital gap = 10.810 eV
Lowest unoccupied orbital energy = 1.0 eV
SMILES = [H]/N=C/OCC(N)=O

```
! wB97M-V def2-TZVPD RIJCOSX def2/J DEFGRID3
* xyz 0 1
H 1.743 1.184 -1.577
N 1.208 0.528 -1.013
C 1.658 0.503 0.170
O 1.125 -0.241 1.147
C -0.102 -0.890 0.845
C -1.152 0.122 0.373
N -1.852 -0.252 -0.743
O -1.374 1.132 1.008
H 2.505 1.066 0.567
H 0.051 -1.702 0.126
H -0.434 -1.308 1.797
H -2.407 0.496 -1.139
H -1.340 -0.793 -1.425
*
```

(3)
The following is a quantum chemistry calculation of the molecule C3H6N2O2, from the OMol25 dataset.

E_HOMO = -10.21 eV
Frontier orbital gap = 10.821 eV
Lowest unoccupied orbital energy = 0.6 eV
SMILES = CC(=O)NC(N)=O

```
! wB97M-V def2-TZVPD RIJCOSX def2/J DEFGRID3
* xyz 0 1
C -1.406 -0.908 -1.127
C -0.612 -1.125 0.127
O -0.694 -2.127 0.788
N 0.244 -0.134 0.600
C 0.719 1.011 -0.054
N 1.145 1.970 0.876
O 0.698 1.095 -1.254
H -2.110 -0.089 -1.039
H -0.685 -0.738 -1.942
H -1.829 -1.853 -1.476
H 0.580 -0.164 1.557
H 0.436 2.319 1.499
H 1.546 2.755 0.381
*
```

(4)
The following is a quantum chemistry calculation of the molecule C3H6N2O2, from the OMol25 dataset.

E_HOMO = -9.14 eV
Frontier orbital gap = 9.494 eV
Lowest unoccupied orbital energy = 0.4 eV
SMILES = C=CN(C)[N+](=O)[O-]

```
! wB97M-V def2-TZVPD RIJCOSX def2/J DEFGRID3
* xyz 0 1
C -0.532 -1.633 0.971
C 0.472 -0.875 0.458
N 0.309 0.398 0.001
C -1.007 0.935 -0.339
N 1.421 0.909 -0.756
O 2.447 0.294 -0.710
O 1.235 1.879 -1.433
H -0.366 -2.507 1.410
H -1.552 -1.340 1.166
H 1.545 -1.047 0.442
H -1.560 1.062 0.591
H -0.817 1.717 -0.956
H -1.596 0.210 -0.845
*
```

Most stable of them? (3).

(1)
The following is a quantum chemistry calculation of a cluster of 2 separate species, C4H12NS2 in total, from the OMol25 dataset.

E_HOMO = -12.92 eV
Frontier orbital gap = 8.367 eV
Lowest unoccupied orbital energy = -4.6 eV

```
! wB97M-V def2-TZVPD RIJCOSX def2/J DEFGRID3
* xyz 1 1
C 0.822 1.249 -1.891
C 0.773 1.955 -0.544
C -1.170 1.763 0.910
N -0.152 1.254 0.361
H 1.143 0.211 -1.796
H -0.147 1.284 -2.382
H 1.527 1.766 -2.533
H 1.752 1.941 -0.069
H 0.441 2.986 -0.625
H -1.814 1.127 1.507
H -1.375 2.821 0.789
H -0.044 0.228 0.446
C 0.533 -3.118 1.129
S -0.474 -1.704 1.631
S -2.226 -1.962 0.562
H -0.099 -4.000 1.110
H 1.301 -3.238 1.889
H 0.989 -2.970 0.158
H -1.779 -1.594 -0.653
*
```

(2)
The following is a quantum chemistry calculation of a cluster of 3 separate species, C4H12NS2 in total, from the OMol25 dataset.

E_HOMO = -12.38 eV
Frontier orbital gap = 8.499 eV
Lowest unoccupied orbital energy = -3.9 eV

```
! wB97M-V def2-TZVPD RIJCOSX def2/J DEFGRID3
* xyz 1 1
C -3.988 -1.816 0.004
C 2.414 2.614 0.349
C -3.827 -0.569 0.373
C 1.049 2.040 -0.229
N 2.468 -2.357 -0.197
S -0.085 3.156 -0.744
S 0.823 0.432 -0.355
H -3.416 -2.173 -0.762
H -4.680 -2.494 0.448
H -1.155 2.315 -0.905
H 2.134 3.741 0.500
H 2.410 2.336 1.429
H 3.300 2.319 -0.201
H -3.035 0.076 -0.066
H -4.410 -0.073 1.174
H 1.791 -3.057 -0.349
H 2.781 -2.304 0.779
H 3.128 -2.809 -0.772
H 2.297 -1.377 -0.477
*
```

Most stable of them? (1).

(1)
The following is a quantum chemistry calculation of a cluster of 2 separate species, C5H16N2O in total, from the OMol25 dataset.

E_HOMO = -8.93 eV
Frontier orbital gap = 9.447 eV
Lowest unoccupied orbital energy = 0.5 eV
SMILES = CC(C)CNCN.O

```
! wB97M-V def2-TZVPD RIJCOSX def2/J DEFGRID3
* xyz 0 1
C 0.986 2.810 0.677
C 0.370 1.432 0.944
C -1.130 1.540 1.213
C 0.805 0.479 -0.181
N 0.752 -0.928 0.121
C 1.024 -1.815 -0.980
N 2.378 -2.284 -1.143
H 1.275 2.886 -0.382
H 0.208 3.573 0.734
H 1.854 3.070 1.275
H 0.846 0.912 1.784
H -1.289 2.372 1.900
H -1.502 0.675 1.747
H -1.693 1.677 0.307
H 0.383 0.789 -1.160
H 1.861 0.729 -0.327
H -0.101 -1.186 0.538
H 0.698 -1.311 -1.903
H 0.404 -2.700 -0.971
H 3.074 -1.595 -0.910
H 2.532 -3.200 -0.764
O -4.550 -2.944 -1.073
H -5.134 -2.183 -1.173
H -4.051 -2.797 -0.273
*
```

(2)
The following is a quantum chemistry calculation of a cluster of 2 separate species, C5H16N2O in total, from the OMol25 dataset.

E_HOMO = -8.44 eV
Frontier orbital gap = 9.241 eV
Lowest unoccupied orbital energy = 0.8 eV
SMILES = CN(C)[C@@H](N)O.CC

```
! wB97M-V def2-TZVPD RIJCOSX def2/J DEFGRID3
* xyz 0 1
C 1.829 1.213 0.219
N 0.806 0.367 -0.376
C 0.708 0.577 -1.811
C 1.158 -1.156 -0.078
N 1.316 -1.334 1.327
O 0.100 -1.966 -0.541
H 1.853 1.031 1.289
H 1.562 2.256 0.055
H 2.825 0.992 -0.187
H 0.572 1.642 -1.995
H -0.180 0.075 -2.194
H 1.597 0.218 -2.350
H 2.103 -1.454 -0.584
H 1.420 -2.320 1.548
H 0.483 -0.994 1.795
H 0.057 -1.936 -1.502
C -1.983 1.022 0.462
C -2.615 -0.288 0.895
H -0.789 0.774 0.312
H -2.142 1.812 1.192
H -2.387 1.357 -0.491
H -2.198 -0.609 1.854
H -3.700 -0.217 0.998
H -2.392 -1.064 0.164
*
```

(3)
The following is a quantum chemistry calculation of a cluster of 2 separate species, C5H16N2O in total, from the OMol25 dataset.

E_HOMO = -8.79 eV
Frontier orbital gap = 9.662 eV
Lowest unoccupied orbital energy = 0.9 eV
SMILES = CC[C@H](C)NCN.O

```
! wB97M-V def2-TZVPD RIJCOSX def2/J DEFGRID3
* xyz 0 1
C 0.126 -0.618 1.495
C 1.386 -0.033 0.805
C 1.068 0.415 -0.638
C 2.319 1.025 -1.234
N -0.054 1.346 -0.685
C -1.076 1.079 -1.766
N -2.277 0.495 -1.192
H -0.608 0.192 1.423
H -0.224 -1.373 0.766
H 0.205 -1.160 2.431
H 1.859 0.704 1.463
H 2.128 -0.834 0.777
H 0.829 -0.553 -1.093
H 2.487 2.094 -1.065
H 3.249 0.516 -0.952
H 2.349 0.907 -2.331
H 0.268 2.301 -0.763
H -1.412 2.002 -2.236
H -0.598 0.311 -2.379
H -2.611 1.092 -0.451
H -2.142 -0.417 -0.797
O -2.729 -3.296 2.734
H -2.005 -3.343 2.130
H -2.536 -2.850 3.562
*
```

Most stable of them? (1).